A molecular structure, C17H15Cl2F6O3PPt. Source: the OMol25 dataset; level of theory: ωB97M-V with the def2-TZVPD basis set.

## Properties
Charge: +1
2S+1: 2
Energy relative to the best compared isomer or geometry (same formula, charge and spin) (eV): 0.6374
Gap between HOMO and LUMO (alpha / beta) (Eh): 0.24386 / 0.19171
⟨S²⟩: 1.16
E_HOMO (alpha / beta) (eV): -12.1297 / -12.1148
Calculated total energy (a.u.): -2862.6276

```
45
C17H15Cl2F6O3PPt (ωB97M-V with the def2-TZVPD basis set)
Pt -0.115 -0.041 1.471
Cl 5.657 1.487 5.444
C 4.553 0.970 4.274
C 4.964 0.834 2.950
C 4.069 0.389 2.013
Cl 4.509 0.232 0.392
C 2.699 0.042 2.390
O 1.940 -0.479 1.548
C 2.304 0.268 3.764
C 0.933 0.053 4.245
O -0.021 -0.349 3.599
C 3.214 0.698 4.666
H 5.979 1.080 2.665
H 0.754 0.295 5.297
H 2.922 0.839 5.702
F -0.160 1.372 -0.341
P -0.021 2.919 0.408
F 0.086 4.251 1.228
F 0.934 3.379 -0.749
F -1.314 3.374 -0.366
F 1.279 2.322 1.218
F -0.990 2.222 1.571
C -1.041 -2.348 -5.118
C -1.454 -1.784 -3.784
C -1.108 -2.425 -2.593
C -1.447 -1.913 -1.362
C -1.069 -2.721 -0.139
C -2.192 -0.701 -1.315
C -2.607 -0.101 -0.087
O -2.156 -0.314 1.073
C -2.583 -0.054 -2.519
C -3.386 1.232 -2.592
C -2.194 -0.611 -3.720
H -0.425 -3.238 -5.008
H -0.480 -1.605 -5.688
H -1.921 -2.608 -5.712
H -0.563 -3.364 -2.639
H -0.733 -3.712 -0.435
H -1.892 -2.823 0.565
H -0.239 -2.276 0.403
H -3.428 0.608 -0.139
H -3.482 1.776 -1.660
H -4.390 1.018 -2.969
H -2.917 1.913 -3.305
H -2.468 -0.106 -4.643
```

Atomic partial charges in e from the Löwdin method, atoms 1 to 8: 1.319 0.838 -0.610 -0.082 -0.544 0.874 -0.338 -0.086

=====

A molecular structure, C8H10AuN2S. Source: the OMol25 dataset; level of theory: ωB97M-V with the def2-TZVPD basis set.

## Properties
Charge: -1
2S+1: 3
Energy relative to the best compared isomer or geometry (same formula, charge and spin) (eV): 2.8205
Gap between HOMO and LUMO (alpha / beta) (Eh): 0.22987 / 0.21727
⟨S²⟩: 2.01
E_HOMO (alpha / beta) (eV): -3.7167 / -3.7116
Calculated total energy (a.u.): -953.9814

```
22
C8H10AuN2S (ωB97M-V with the def2-TZVPD basis set)
C -0.450 1.129 -2.144
C 0.939 1.136 -1.814
C 1.079 1.401 -0.426
C -0.209 1.538 0.152
C -1.212 1.393 -0.906
Au -0.907 -0.695 -0.698
N -3.704 0.047 1.087
C 0.445 -1.992 -0.826
C 1.840 -1.927 -0.724
H 2.024 1.503 0.107
H 1.760 0.948 -2.501
H -0.418 1.747 1.201
H -2.255 1.669 -0.839
H -0.874 1.035 -3.137
H 2.551 -1.865 -1.526
H -0.010 -2.059 0.244
H -3.156 -0.663 0.566
H 2.202 -1.719 0.278
H -0.194 -2.411 -1.660
S 0.142 -0.731 3.202
C 0.186 -0.007 4.648
N 0.220 0.524 5.715
```

Atomic partial charges in e from the Löwdin method, atoms 1 to 8: -0.243 -0.201 -0.170 -0.198 -0.326 0.887 0.107 -0.405

=====

A gas-phase ion, C2H3N4 (charge -1). Source: the OMol25 dataset; level of theory: ωB97M-V with the def2-TZVPD basis set.

## Properties
Charge: -1
Energy relative to the best compared isomer or geometry (same formula, charge and spin) (eV): 0.4410
Gap between HOMO and LUMO (Eh): 0.32185
E_HOMO (eV): -4.3842
Calculated total energy (a.u.): -297.0359

```
9
C2H3N4 (ωB97M-V with the def2-TZVPD basis set)
C 0.127 -0.180 -0.108
C -0.793 1.008 0.553
N 0.744 -1.075 0.655
N 0.392 -0.363 -1.381
N 1.366 -1.875 -0.234
N 1.175 -1.396 -1.485
H -0.325 1.595 1.254
H -1.049 1.561 -0.298
H -1.636 0.726 1.044
```

Atomic partial charges in e from the Löwdin method, atoms 1 to 8: -0.500 -0.032 -0.067 -0.097 -0.175 -0.169 0.013 0.023

=====

10 unconnected molecules or ions with the total composition C5H25O12. Source: the OMol25 dataset; level of theory: ωB97M-V with the def2-TZVPD basis set.

## Properties
Charge: -1
Gap between HOMO and LUMO (Eh): 0.34960
E_HOMO (eV): -6.8788
Calculated total energy (a.u.): -1108.5080

```
42
C5H25O12 (ωB97M-V with the def2-TZVPD basis set)
O 0.344 -1.132 -1.137
C 0.122 -1.068 0.088
O -0.873 -1.625 0.650
C 0.989 -0.301 1.090
C 2.324 0.334 0.577
C 2.269 1.078 -0.748
C 2.297 2.560 -0.614
O 1.695 3.169 0.233
H 1.304 -0.989 1.872
H 0.354 0.444 1.568
H 3.034 -0.489 0.601
H 2.614 1.000 1.391
H 1.382 0.842 -1.335
H 2.997 0.704 -1.475
H 2.951 3.107 -1.323
H -0.648 -2.403 -3.903
H 0.136 -1.464 -2.826
O -0.232 -1.567 -3.726
H -1.719 2.463 -0.961
H -0.983 3.436 -0.061
O -1.354 3.385 -0.949
H -2.402 -1.731 -0.156
H -2.237 -2.228 -1.535
O -2.901 -1.773 -1.004
H -2.557 1.004 2.726
H -2.351 1.812 3.938
O -2.615 1.949 3.020
H 1.792 -2.074 3.710
H 0.404 -2.642 4.127
O 0.950 -1.852 4.111
H -1.711 -1.068 2.026
H -3.211 -0.873 1.951
O -2.479 -0.718 2.560
H 0.559 3.396 -3.164
H -0.860 3.236 -2.917
O -0.253 3.241 -3.662
H 2.670 -3.816 -0.407
H 1.277 -4.299 0.166
O 2.229 -4.330 0.260
H -1.027 0.275 -1.719
H -2.477 0.160 -1.445
O -1.805 0.847 -1.601
```

Atomic partial charges in e from the Löwdin method, atoms 1 to 8: -0.047 -0.607 -0.089 -0.080 -0.166 -0.161 -0.274 0.048